Record 1
ORCA calculation (ωB97M-V/def2-TZVPD) on a molecular structure, C31H37AsF6InN7O6S5.

Properties
Kohn-Sham gap ... 7.8394 eV
Total charge ... +2
HOMO level ... -13.212 eV
Energy above the lowest of the compared OMol25 structures with the same formula, charge and spin ... 31.2 kcal/mol

Geometry as XYZ:
```
94
Properties=species:S:1:pos:R:3:forces:R:3
In -0.17080 -0.06540 -0.18842 0.46 -0.08 -0.21
C 0.93757 3.82498 -2.49414 -0.05 -0.11 -0.13
C 0.25598 2.55125 -2.09922 -0.07 0.17 -0.08
N 0.84019 1.43104 -1.94922 0.08 -0.27 0.25
N 2.15367 1.27751 -2.24138 0.06 0.07 0.12
C 2.66407 0.01198 -2.31531 -0.13 -0.13 0.02
N 3.89663 -0.07100 -2.82451 0.05 0.06 -0.01
S 1.81428 -1.32256 -1.78482 0.02 0.20 -0.15
C -1.21636 2.47645 -1.89764 0.02 -0.12 0.10
C -2.07493 3.35361 -2.53079 -0.07 0.17 -0.03
C -3.44411 3.19399 -2.35844 -0.01 0.02 -0.04
C -3.90558 2.17529 -1.54701 -0.02 0.02 0.05
C -2.98157 1.32292 -0.96199 0.21 0.07 -0.10
N -1.66931 1.46194 -1.14997 -0.13 -0.13 -0.02
H 1.86773 3.93886 -1.93199 -0.03 0.03 0.02
H 1.17329 3.83900 -3.56270 -0.01 0.00 0.02
H 0.31087 4.68405 -2.27221 0.02 0.01 -0.01
H 2.68157 2.05599 -2.60980 -0.03 0.07 -0.02
H 4.34800 0.70638 -3.27953 0.01 -0.02 -0.01
H 4.29417 -0.98549 -2.95439 0.01 0.00 0.01
H -1.69249 4.13581 -3.17369 0.00 -0.02 0.06
H -4.13623 3.85705 -2.86113 0.02 0.00 0.03
H -4.96139 2.02678 -1.36666 0.03 -0.01 -0.02
H -3.29266 0.50675 -0.32789 -0.01 -0.05 0.02
F -3.91396 -3.50830 -2.98286 -0.03 -0.04 -0.01
C -3.24189 -2.37421 -2.97135 -0.09 0.14 0.14
F -2.75147 -2.12071 -4.17305 0.00 0.02 -0.07
F -4.04233 -1.37517 -2.59730 0.05 -0.11 -0.08
S -1.83181 -2.48782 -1.79372 0.10 0.46 0.02
O -1.27851 -1.11727 -1.84255 -0.21 -0.46 0.12
O -0.98702 -3.53452 -2.29052 -0.13 0.30 -0.10
N -2.63685 -2.77788 -0.47708 0.71 -0.02 0.41
S -2.22087 -2.29870 0.98458 -1.50 0.37 0.38
O -1.71894 -0.88543 1.06404 0.11 -0.58 -0.16
O -1.83435 -3.26827 1.97449 0.27 0.16 -0.53
C -3.95943 -1.98573 1.54146 -0.14 0.08 -0.30
F -4.52248 -1.01050 0.80872 0.07 -0.11 0.08
F -3.95859 -1.61328 2.81006 0.07 0.06 0.11
F -4.67745 -3.08932 1.40231 0.05 0.04 0.04
C 0.97118 -4.92170 1.89881 -0.26 0.01 0.05
As 0.34983 -4.30371 0.19227 0.46 0.59 0.14
C 1.86493 -4.57774 -0.95203 -0.19 -0.08 -0.08
C -1.01696 -5.57538 -0.24462 -0.21 0.13 0.05
O 0.01104 -2.63149 0.25554 0.29 -0.63 -0.24
H 0.95350 -6.01114 1.87855 0.04 -0.01 0.04
H 0.29941 -4.56310 2.67424 -0.01 0.03 0.02
H 1.98411 -4.58389 2.07609 0.19 0.11 0.05
H 2.36089 -5.49857 -0.65182 0.02 -0.05 -0.03
H 2.52868 -3.72510 -0.83607 0.05 -0.07 0.04
H 1.54478 -4.64147 -1.98889 0.00 0.02 -0.03
H -0.49680 -6.52625 -0.35734 0.00 -0.04 0.02
H -1.53599 -5.31541 -1.16005 0.09 -0.11 0.09
H -1.71221 -5.62321 0.58952 -0.02 -0.04 0.03
O -0.43568 1.78882 1.23947 0.10 0.16 0.05
S -0.95373 3.21834 1.25043 -0.16 -0.04 0.10
C -1.68231 3.41684 2.85703 -0.06 0.02 -0.03
C -2.64484 4.40445 3.00751 0.04 0.00 0.01
C -3.20045 4.60654 4.26232 -0.01 0.03 0.03
C -2.79665 3.81906 5.33237 0.00 -0.03 -0.03
C -1.85121 2.81442 5.15322 -0.01 0.02 0.02
C -1.28639 2.60136 3.90577 0.02 -0.02 0.02
C 0.49146 4.25352 1.41599 0.04 -0.15 -0.10
C 1.60581 3.78373 2.09652 0.07 0.05 0.03
C 2.73694 4.58362 2.15475 -0.04 0.00 -0.01
C 2.73943 5.83914 1.55305 0.00 -0.03 0.03
C 1.61513 6.29740 0.88097 0.00 0.05 -0.01
C 0.48299 5.49741 0.80099 -0.11 -0.02 -0.03
H -2.95483 5.00650 2.16013 0.00 -0.02 0.04
H -3.95091 5.37391 4.40213 0.03 -0.03 0.00
H -3.23175 3.97937 6.31011 0.01 0.00 -0.02
H -1.55268 2.19633 5.99041 -0.03 0.01 -0.02
H -0.56785 1.80773 3.73780 -0.01 0.03 0.00
H 1.58553 2.80986 2.56873 0.00 -0.01 -0.07
H 3.61624 4.22679 2.67543 -0.01 0.05 0.01
H 3.61826 6.46801 1.61804 -0.01 -0.04 -0.02
H 1.61882 7.27505 0.41515 0.00 -0.03 0.04
H -0.40298 5.84474 0.27721 0.06 -0.03 0.02
C 5.17243 -3.19850 2.97907 0.01 0.05 -0.06
C 3.83925 -2.55984 3.18111 0.13 -0.10 -0.04
C 3.04956 -2.71538 4.28188 -0.03 -0.07 0.11
C 1.79580 -2.07997 4.30840 -0.11 0.08 -0.12
N 1.40689 -1.25596 3.33527 -0.10 -0.10 0.02
C 2.20842 -1.05252 2.30339 -0.04 0.17 0.06
S 1.99146 0.23327 1.17850 0.08 -0.10 -0.04
N 3.36803 -1.75743 2.19475 -0.04 0.03 0.03
C 0.86671 -2.26298 5.45940 -0.02 0.00 -0.01
H 5.41254 -3.86071 3.80611 -0.02 0.00 -0.01
H 5.95014 -2.43458 2.91118 -0.02 -0.01 0.01
H 5.19055 -3.77302 2.04999 -0.02 0.00 0.04
H 3.37763 -3.32944 5.10862 -0.01 -0.01 -0.04
H 3.91293 -1.59809 1.35723 0.05 0.01 -0.02
H 0.93164 -3.27040 5.86868 0.00 0.01 -0.01
H -0.15420 -2.03798 5.15955 0.02 -0.02 -0.02
H 1.14830 -1.56730 6.25522 0.01 -0.01 -0.02
```
Forces are in eV/Å.



Record 2
ORCA calculation (ωB97M-V/def2-TZVPD) on a molecular structure, C2HN3O3.

Properties
Kohn-Sham gap ... 8.5332 eV
HOMO level ... -10.316 eV
Energy above the lowest of the compared OMol25 structures with the same formula, charge and spin ... 162.0 kcal/mol

Geometry as XYZ:
```
9
Properties=species:S:1:pos:R:3:forces:R:3
C 0.08622 0.61975 0.03222 -0.04 -0.14 -2.00
C -0.13976 -0.28111 -1.07982 -1.65 -0.93 -0.80
H 0.35679 2.32959 0.76282 -1.00 -1.10 -2.26
N 0.48278 0.26115 1.13652 1.47 -3.55 4.47
N -0.52753 -2.06966 0.61994 1.43 3.90 -5.77
N -0.69129 -1.64320 -0.59839 1.09 -1.20 6.35
O 0.00284 1.91049 -0.12050 0.46 3.21 0.83
O 0.58149 -1.07238 1.50029 -2.18 0.17 -1.90
O -0.15155 -0.05463 -2.25309 0.41 -0.36 1.07
```
Forces are in eV/Å.



Record 3
ORCA calculation (ωB97M-V/def2-TZVPD) on a gas-phase ion, C3H5BrNO (charge -1).

Properties
Kohn-Sham gap ... 6.4008 eV
Total charge ... -1
HOMO level ... -3.157 eV
Energy above the lowest of the compared OMol25 structures with the same formula, charge and spin ... 49.0 kcal/mol

Geometry as XYZ:
```
11
Properties=species:S:1:pos:R:3:forces:R:3
C -1.09753 -0.46076 0.00522 -0.39 3.39 -1.09
C -0.24525 0.80286 0.04382 0.56 -0.82 -3.41
C 1.51837 -0.86011 0.09682 0.91 1.00 -0.58
N 1.23858 0.45118 0.06398 -0.62 -2.50 -0.01
O 2.00705 1.47919 0.00030 0.48 0.88 -0.11
Br -3.06249 0.17605 0.00488 0.24 -0.06 -0.07
H -1.09490 -1.03148 0.83223 0.32 -1.87 2.65
H -1.02362 -0.98225 -0.87130 0.18 -1.38 -1.95
H -0.46591 1.46427 -0.94126 0.67 -1.43 2.42
H -0.55400 1.29101 0.90404 0.00 1.58 1.59
H 2.70639 -1.08914 -0.05746 -2.35 1.21 0.55
```
Forces are in eV/Å.



Record 4
ORCA calculation (ωB97M-V/def2-TZVPD) on a molecular structure, C22H32AsBLuNO2P.

Properties
Kohn-Sham gap (alpha / beta) ... 5.0309 / 6.2013 eV
Total charge ... +2
HOMO level (alpha / beta) ... -11.839 / -13.041 eV
Energy above the lowest of the compared OMol25 structures with the same formula, charge and spin ... 0.0 kcal/mol
2S+1 ... 2

Geometry as XYZ:
```
61
Properties=species:S:1:pos:R:3:forces:R:3
Lu 1.04958 -0.66066 -0.04244 -1.44 -2.05 1.90
H 2.71047 -1.86884 -2.63642 0.43 -0.73 -0.83
H 2.65254 0.51736 -0.55444 0.40 0.03 -0.30
P 3.19906 -1.82246 1.16210 1.20 -0.94 0.56
C 2.92772 -3.63265 1.17857 0.11 -0.30 -0.13
H 3.81299 -4.11845 1.61124 -0.24 -0.01 -0.14
H 2.05184 -3.89256 1.78777 0.19 0.13 -0.14
H 2.77411 -4.01464 0.16097 0.03 0.01 0.20
C 4.84998 -1.70807 0.33751 -0.09 -0.13 -0.13
H 5.37253 -0.77775 0.63746 -0.26 -0.48 -0.19
H 5.43954 -2.58032 0.67134 -0.08 0.47 -0.16
H 4.74072 -1.75238 -0.75832 0.18 -0.06 0.49
C 3.75563 -1.57947 2.88913 -0.03 0.19 0.32
H 2.90747 -1.69582 3.58358 0.38 0.10 -0.20
H 4.52977 -2.32933 3.13949 -0.36 0.35 -0.19
H 4.18168 -0.56655 3.00163 -0.27 -0.44 0.06
C 1.47620 0.09644 2.05591 1.33 2.92 -1.83
O 1.73525 0.87238 2.91633 -0.82 -1.53 0.17
H 2.75217 1.94453 -1.45004 -0.10 0.14 0.28
H 4.03834 1.33953 -0.52460 0.01 0.38 -0.09
H 4.81835 -0.24326 -2.17823 -0.66 0.20 -0.44
H 3.20359 0.61880 -3.39032 0.38 -0.47 0.34
B 3.79701 0.35869 -2.37965 0.55 0.19 -0.65
N 3.27889 1.11513 -1.17529 1.10 1.03 0.04
H 3.02415 -2.30903 -3.21198 -0.47 0.73 0.90
H 0.65963 -0.80744 2.06643 -0.71 -0.80 0.82
O 0.03980 0.92732 -0.72832 -1.64 0.37 -0.31
As -1.70841 0.87787 -0.40018 1.85 0.45 -0.93
C -1.75973 1.70452 1.32266 -0.29 -0.34 0.42
C -1.25789 3.00223 1.45501 -0.19 0.16 0.01
C -1.32498 3.63403 2.70017 0.05 -0.24 -0.12
C -1.84679 2.95514 3.81069 -0.03 -0.06 -0.40
C -2.28851 1.63548 3.67562 0.09 -0.04 -0.07
C -2.23433 0.99445 2.43299 -0.08 0.36 0.05
C -2.41146 1.80010 -1.90960 -0.62 0.07 -0.27
C -1.92621 3.07301 -2.23864 -0.51 0.26 -0.29
C -2.55388 3.79219 -3.27359 0.24 -0.51 0.27
C -3.60429 3.21010 -3.99749 -0.12 -0.08 0.20
C -4.06998 1.92960 -3.67278 0.40 -0.21 0.33
C -3.46886 1.21029 -2.62559 0.07 0.63 0.01
C -2.24189 -0.98287 -0.42790 -0.85 0.25 0.31
C -3.41678 -1.30422 0.28319 0.51 -0.32 -0.20
C -3.83480 -2.63580 0.34683 -0.29 0.13 -0.01
C -3.07894 -3.64322 -0.25173 0.35 0.11 -0.02
C -1.91113 -3.31760 -0.95242 0.02 0.48 -0.12
C -1.53374 -1.97071 -1.13017 -0.02 -0.14 0.33
H -0.83026 3.51093 0.58597 -0.21 -0.04 0.40
H -0.97310 4.66171 2.79473 -0.07 -0.32 0.02
H -1.91493 3.46440 4.77443 0.04 -0.21 -0.32
H -2.68920 1.10055 4.53841 0.17 0.16 -0.26
H -2.56690 -0.03693 2.32277 0.06 0.30 0.20
H -1.09358 3.51074 -1.68443 -0.28 -0.07 -0.21
H -2.22102 4.80539 -3.50519 -0.06 -0.36 0.02
H -4.08820 3.76832 -4.80836 0.26 -0.24 0.40
H -4.90205 1.47610 -4.21317 0.28 0.21 0.09
H -3.82224 0.21920 -2.34046 -0.04 0.24 -0.19
H -3.99479 -0.52108 0.77535 0.10 -0.27 -0.13
H -4.76621 -2.88186 0.86894 0.42 0.08 -0.22
H -3.40040 -4.68689 -0.18885 0.17 0.41 0.05
H -1.28285 -4.10119 -1.36644 -0.29 0.08 -0.19
H -0.76069 -1.68449 -1.87017 -0.28 -0.28 0.50
```
Forces are in eV/Å.